No. 1
# C14H56O14

A 14-piece molecular cluster, C14H56O14 overall (ωB97M-V/def2-TZVPD, OMol25).

```
84
Properties=species:S:1:pos:R:3:lowdin_charge:R:1
O 22.37 23.92 -5.72 -0.1061
H 18.48 15.77 -3.35 0.0298
C 20.78 16.66 -0.25 -0.1314
H 20.38 23.22 -1.69 0.0760
H 20.73 17.34 -7.63 0.0793
H 18.35 18.70 -3.99 0.0717
H 21.83 15.06 -3.59 0.0915
H 18.82 21.93 -5.85 0.0512
H 21.41 24.07 -3.89 0.0754
O 22.98 19.43 -0.78 -0.1213
O 19.05 14.77 -4.80 -0.1604
H 19.12 17.44 -6.88 0.0642
H 18.18 13.21 -5.75 0.0782
H 22.11 19.78 -2.64 0.0602
H 22.07 22.48 -4.14 0.0835
H 17.00 14.70 -1.98 0.0757
H 21.75 20.36 -8.13 0.0707
O 21.57 15.76 -4.19 -0.1436
H 16.39 20.36 -4.24 0.0989
H 19.95 13.32 -5.96 0.0852
H 19.03 24.04 -2.43 0.0835
C 17.13 19.35 -0.92 -0.1568
H 17.87 23.41 -5.63 0.0806
H 19.73 20.65 -3.95 0.0371
H 17.09 18.37 -1.41 0.0705
O 22.11 19.68 -6.23 -0.1462
H 18.31 21.82 -3.06 0.0373
H 23.25 24.12 -5.39 0.0814
O 14.98 16.99 -5.30 -0.1174
O 18.43 23.03 -7.62 -0.1078
H 21.89 16.59 1.37 0.0862
H 19.80 18.85 -7.68 0.0693
H 21.46 19.79 -5.52 0.0218
H 18.05 19.83 -1.24 0.0638
C 19.73 17.76 -7.72 -0.1500
H 18.59 14.41 -1.29 0.0773
O 20.08 19.85 -4.38 -0.1418
H 22.39 17.45 -5.00 0.0702
H 15.66 22.84 -4.20 0.0795
C 22.59 16.77 -4.18 -0.1002
H 20.52 17.46 -0.94 0.0658
H 14.84 21.60 -3.31 0.0880
H 19.94 16.28 0.33 0.0801
H 19.22 23.57 -7.54 0.0739
C 21.63 23.33 -4.68 -0.1708
C 17.89 15.20 -1.58 -0.1704
H 19.91 17.85 -4.22 0.0720
C 19.12 13.45 -5.27 -0.1348
H 19.95 15.13 -4.61 0.0426
H 16.29 19.94 -1.30 0.0707
H 22.55 21.24 -1.69 0.0729
H 20.67 22.97 -5.05 0.0506
H 19.29 12.74 -4.45 0.0787
O 17.20 19.27 0.49 -0.1112
H 16.40 18.84 0.82 0.0735
H 23.58 16.34 -4.35 0.0882
H 21.26 21.48 -6.83 0.0605
H 22.94 21.30 -7.22 0.0760
H 16.22 15.95 -4.04 0.0672
H 17.14 22.03 -6.43 0.0770
O 19.22 21.94 -2.73 -0.1571
H 16.13 22.50 -2.49 0.0827
H 17.05 17.04 -5.19 0.0600
C 22.00 20.74 -7.14 -0.1639
C 19.32 23.11 -1.94 -0.1431
H 21.15 20.28 -1.24 0.0763
H 16.47 15.54 -5.77 0.0797
C 15.81 22.07 -3.44 -0.1195
H 21.11 15.86 -0.92 0.0761
O 21.84 17.14 0.58 -0.1189
C 16.22 16.34 -5.06 -0.1557
O 19.07 17.36 -8.92 -0.1200
C 19.43 18.74 -3.80 -0.1264
H 14.33 16.32 -5.52 0.0716
C 22.17 20.22 -1.65 -0.1567
H 18.86 23.00 -0.96 0.0844
H 22.58 17.32 -3.25 0.0767
H 17.60 15.74 -0.68 0.0735
O 16.80 21.15 -3.88 -0.1540
H 22.46 18.69 -0.45 0.0202
C 18.08 22.58 -6.32 -0.1760
H 19.41 17.90 -9.64 0.0685
H 19.53 18.69 -2.71 0.0599
O 18.38 16.18 -2.47 -0.1560
```

Its HOMO-LUMO gap is 9.90 eV. The total energy is -44085.57255 eV. Its LUMO energy is 0.0132 hartree. Its energy relative to the best compared isomer or geometry (same formula, charge and spin) is 1.0152 eV.

=====

No. 2
# C16H14BCl5N6Ni

C16H14BCl5N6Ni as an isolated structure (ωB97M-V/def2-TZVPD, OMol25).

```
43
Properties=species:S:1:pos:R:3:lowdin_spin:R:1
Cl 0.23 -1.80 2.32 -0.0011
C -1.13 0.71 -3.51 0.0027
C 0.59 0.88 2.32 -0.1472
C 1.52 0.93 4.97 0.0112
Cl 2.19 0.93 6.54 0.0048
H -0.05 2.39 -4.46 0.0001
C 0.18 2.05 -2.29 0.0028
C -2.18 -3.54 -1.89 0.2648
H -3.23 -3.53 -2.12 0.0078
C -2.44 0.84 1.69 0.0160
H -3.06 -0.93 -2.29 0.0004
N -2.49 -0.36 -0.20 -0.0017
H -4.51 0.42 2.27 0.0005
H 0.87 2.80 -1.94 0.0000
H 2.55 0.54 0.86 0.0025
Cl 1.22 -1.76 5.27 -0.0048
C 1.13 -0.30 4.38 -0.0071
N -0.14 -2.68 -1.53 0.3147
B -2.04 -0.88 -1.63 -0.0005
C 0.66 -0.30 3.05 -0.0112
C -3.71 -0.44 0.39 0.0194
N -1.70 0.46 0.62 0.0448
Cl 0.85 3.54 1.97 -0.0070
C -0.04 -4.02 -1.49 -0.0131
H -2.00 1.44 2.48 0.0000
N -0.34 1.10 -1.46 0.0214
C 1.45 2.13 4.24 -0.0079
H 0.94 -0.25 0.24 0.0063
Cl 1.97 3.61 4.92 -0.0071
H 0.89 -4.53 -1.27 -0.0051
C 0.95 2.09 2.91 -0.0131
C -0.30 1.83 -3.58 0.0010
N -1.14 0.26 -2.23 0.0014
H -1.52 -5.67 -1.82 0.0130
C -1.30 -4.61 -1.75 0.3537
H -4.49 -1.01 -0.08 0.0007
H 1.90 1.12 -0.72 0.0078
N -1.48 -2.38 -1.68 0.0605
C 1.93 0.29 -0.01 0.0517
H -1.67 0.19 -4.27 0.0002
Ni 0.09 0.90 0.42 1.0104
H 2.40 -0.54 -0.56 -0.0005
C -3.71 0.30 1.57 0.0068
```

Its HOMO-LUMO gap (spin up / spin down) is 5.74 / 4.05 eV. The total energy is -130072.06595 eV. As for the spin multiplicity: 3. Its LUMO energy (spin up / spin down) is -0.3222 / -0.3844 hartree. The net charge is +2.

=====

No. 3
# C23H28Cl2IKSb2Se3Te

C23H28Cl2IKSb2Se3Te as an isolated structure (ωB97M-V/def2-TZVPD, OMol25).

```
61
Properties=species:S:1:pos:R:3:lowdin_charge:R:1
C 4.37 -1.68 0.17 -0.0725
H 0.37 -4.36 1.53 -0.0037
C -2.33 -0.70 3.02 -0.1191
H 1.32 -1.08 1.45 0.0481
C -2.19 2.05 2.58 -0.2762
C -2.18 0.11 4.12 -0.0951
H 1.16 -5.13 -1.45 -0.0229
I -2.48 4.42 0.70 0.9022
C 1.85 -4.46 -0.95 -0.3299
H 1.08 0.83 0.75 0.0346
C -4.11 -2.10 -3.08 -1.0221
H -4.28 -1.02 -3.07 -0.1070
C -2.24 3.47 2.53 -0.6611
C 1.95 -1.74 0.86 -0.3585
C 4.11 0.91 -0.66 -0.0637
C -2.03 3.73 4.88 -0.1458
H 1.04 3.28 -3.44 -0.0355
H 6.37 -1.63 -0.43 0.0800
H 2.06 0.52 -4.01 -0.0225
K -2.95 1.48 -1.36 0.1279
C 3.12 -1.04 0.30 -0.2782
C -2.21 1.22 1.42 -0.1745
H -1.94 1.97 6.04 0.0942
H 2.29 -2.51 1.54 0.0545
C 5.33 0.26 -0.80 -0.1009
H -0.90 -3.15 1.78 -0.0159
Sb 0.58 -2.69 -0.54 1.3231
H 6.14 0.86 -1.21 0.0903
Cl -2.73 -2.50 -4.10 0.4706
C -2.05 2.38 5.05 -0.0763
H 0.90 -0.72 -3.59 -0.0232
H 2.17 -4.87 -0.02 -0.0229
C -2.11 1.48 3.96 -0.1762
C 5.48 -1.05 -0.33 -0.1193
C -2.24 -0.16 1.72 -0.1792
H -2.54 -1.77 3.09 0.0831
H -2.41 -0.90 0.95 0.0433
C 1.29 3.12 -2.39 -0.3397
H -5.00 -2.57 -3.44 0.0214
Te -3.48 2.95 -4.90 0.0581
H -2.18 5.37 3.47 0.0687
H -1.82 4.38 5.75 0.1046
C -0.42 -3.78 1.02 -0.3508
Se -6.02 1.07 -2.79 -0.3371
C 1.72 1.07 -0.09 -0.3474
C -2.18 4.30 3.63 -0.2117
H 0.85 3.91 -1.77 -0.0009
H 2.06 2.12 0.00 0.0578
H 2.71 -4.16 -1.56 -0.0062
C 1.62 0.00 -3.22 -0.3169
H -2.26 -0.34 5.09 0.0864
H 4.47 -2.67 0.57 0.0983
Se -5.11 1.04 -4.95 -0.3831
Cl -3.71 -2.64 -1.41 0.4486
C 2.95 0.29 -0.18 -0.3060
Sb 0.42 1.20 -1.85 1.2085
H -1.13 -4.46 0.57 -0.0086
H 2.38 3.05 -2.34 -0.0146
Se -1.34 1.65 -4.90 -0.4507
H 4.05 1.92 -1.04 0.0993
H 2.36 -0.52 -2.64 -0.0276
```

Its HOMO-LUMO gap is 4.97 eV. The total energy is -290184.42340 eV. Its LUMO energy is 0.1453 hartree. The net charge is -2. Its energy relative to the best compared isomer or geometry (same formula, charge and spin) is 0.0000 eV.

=====

No. 4
# C4H10N2

A 2-piece molecular cluster, C4H10N2 overall (ωB97M-V/def2-TZVPD, OMol25).

```
16
Properties=species:S:1:pos:R:3:lowdin_spin:R:1
N -3.00 0.65 0.17 0.0536
H -1.76 0.43 -3.00 0.0117
H 3.61 -0.89 -1.02 0.0389
H -3.91 0.83 0.59 0.0178
C -2.82 0.89 -1.18 0.0574
H 1.05 -0.42 1.50 0.0720
C -1.84 0.37 -1.92 0.1138
H 2.45 0.12 2.41 0.0080
C 3.19 -0.45 -0.11 0.1845
H 3.22 0.64 -0.12 0.0549
H -2.49 -0.12 0.56 0.0541
H 1.87 -1.55 2.63 0.0128
N 2.81 -1.23 0.80 0.1323
C 2.01 -0.75 1.91 0.1417
H -3.41 1.66 -1.65 0.0022
H -0.98 -0.20 -1.57 0.0441
```

Its HOMO-LUMO gap (spin up / spin down) is 2.74 / 8.60 eV. The total energy is -7287.09899 eV. As for the spin multiplicity: 2. Its LUMO energy (spin up / spin down) is 0.1453 / 0.1398 hartree. The net charge is -1. Its energy relative to the best compared isomer or geometry (same formula, charge and spin) is 1.3614 eV.

=====

No. 5
# C4H8F2N3

A 3-piece molecular cluster, C4H8F2N3 overall (ωB97M-V/def2-TZVPD, OMol25).

```
17
Properties=species:S:1:pos:R:3:lowdin_charge:R:1
H -0.41 -1.44 2.65 0.1253
H 1.12 -0.52 2.51 0.1091
C -1.59 -1.03 -0.56 -0.0780
H 0.22 -1.26 0.79 0.0578
F 1.31 2.63 0.09 0.1966
C -0.72 0.79 -1.32 -0.1813
N 0.60 -1.42 2.25 0.0473
H 1.45 1.83 -1.83 0.1363
H -0.64 1.68 -1.94 0.1282
H -2.73 0.36 -1.88 0.1248
H -2.20 -1.76 -0.04 0.1408
H 1.00 -2.17 2.67 0.0053
C -1.85 0.06 -1.33 -0.0546
N -0.33 -0.99 -0.11 0.0528
N 0.26 0.25 -0.60 0.0596
C 1.69 1.76 -0.83 -0.0882
F 2.83 1.23 -0.53 0.2181
```

Its HOMO-LUMO gap is 8.51 eV. The total energy is -14173.09026 eV. Its LUMO energy is -0.1910 hartree. The net charge is +1. Its energy relative to the best compared isomer or geometry (same formula, charge and spin) is 3.0211 eV.

=====

No. 6
# C4H5NO2

One molecule with the formula C4H5NO2 (ωB97M-V/def2-TZVPD, OMol25).

```
12
Properties=species:S:1:pos:R:3:lowdin_charge:R:1
H -0.81 0.24 -1.17 0.1556
C 0.78 -1.57 -1.08 -0.3687
O 1.48 2.00 0.29 0.1164
O 1.21 -0.36 -0.72 0.0409
C 0.43 1.64 -0.10 -0.2145
H -1.51 0.31 1.28 0.0934
H 0.05 -0.41 1.74 0.1025
C -0.71 -0.35 0.96 -0.0183
C -0.10 0.17 -0.34 -0.3041
H -1.11 -1.35 0.79 0.0865
H -0.42 2.33 -0.22 0.1236
N 0.72 -2.67 -1.41 0.1867
```

Its HOMO-LUMO gap is 10.92 eV. The total energy is -9811.58268 eV. The SMILES is C[C@@H](C=O)OC#N. Its LUMO energy is 0.0207 hartree. Its energy relative to the best compared isomer or geometry (same formula, charge and spin) is 2.7321 eV.